Entry 1:
Below is C27H49BN6PdSb as an isolated structure, with properties calculated with the ωB97M-V functional and the def2-TZVPD basis.

Structure (XYZ):
```
85
Properties=species:S:1:pos:R:3:forces:R:3:lowdin_charge:R:1
Pd -0.046 -0.416 1.224 0.0 -0.1 0.0 0.04
C 0.064 3.929 -2.558 0.0 -0.1 0.0 -0.04
C 0.035 3.376 -1.169 0.0 0.0 0.0 -0.28
C 0.013 4.054 0.029 0.0 0.0 0.1 0.01
C -0.012 3.046 1.023 0.0 0.1 -0.3 -0.26
N -0.006 1.854 0.450 0.0 0.3 0.4 0.08
N 0.022 2.055 -0.888 0.0 -0.3 -0.1 0.02
B 0.010 0.880 -1.901 0.0 0.0 0.1 -0.48
N 1.299 0.019 -1.724 -0.2 0.2 0.0 0.02
N 1.939 0.003 -0.533 0.3 0.0 -0.1 0.10
C 3.102 -0.596 -0.725 0.0 0.0 -0.2 -0.28
C 3.227 -0.986 -2.079 0.0 -0.1 0.1 0.00
C 2.057 -0.572 -2.679 0.0 0.0 0.1 -0.29
C 1.632 -0.745 -4.101 0.0 0.0 0.1 -0.03
C 4.162 -0.667 0.352 0.0 0.1 0.0 -0.55
C 4.666 -2.104 0.519 -0.1 0.0 0.0 -0.05
C 3.626 -0.149 1.691 0.0 0.0 -0.1 -0.07
C 5.336 0.221 -0.096 0.0 -0.1 0.0 -0.06
N -1.341 0.104 -1.760 0.1 0.2 -0.1 0.03
N -1.924 -0.038 -0.550 -0.1 -0.2 -0.1 0.10
C -3.137 -0.526 -0.758 0.0 0.1 -0.1 -0.28
C -3.363 -0.685 -2.141 0.0 -0.1 0.0 0.00
C -2.193 -0.270 -2.744 0.1 0.0 0.1 -0.28
C -1.865 -0.238 -4.202 0.0 0.0 0.1 -0.03
C -4.106 -0.716 0.390 0.0 0.1 0.0 -0.55
C -3.542 -1.690 1.430 0.0 0.0 -0.1 -0.08
C -5.437 -1.251 -0.138 0.0 0.0 0.0 -0.07
C -4.322 0.652 1.056 0.0 -0.1 0.0 -0.05
C -0.043 3.273 2.518 0.0 0.0 0.0 -0.55
C -0.087 1.964 3.298 0.0 0.0 -0.1 -0.08
C -1.286 4.107 2.862 0.0 0.0 0.0 -0.05
C 1.216 4.055 2.922 0.0 0.0 0.0 -0.05
H 0.071 5.018 -2.510 0.0 0.0 0.0 0.07
H -0.809 3.613 -3.132 0.0 0.0 0.0 0.08
H 0.952 3.600 -3.101 0.0 0.0 0.0 0.08
H 0.016 5.125 0.160 0.0 0.0 0.0 0.10
H 0.037 1.336 -3.015 0.0 0.0 0.0 0.10
H 4.050 -1.493 -2.562 0.0 0.0 0.0 0.10
H 2.501 -0.982 -4.715 0.0 0.0 0.0 0.07
H 1.162 0.159 -4.490 0.0 0.0 0.0 0.06
H 0.915 -1.562 -4.206 0.0 0.0 0.0 0.07
H 3.896 -2.734 0.968 0.2 0.1 0.0 0.04
H 5.547 -2.120 1.168 0.0 0.0 0.0 0.08
H 4.943 -2.540 -0.445 0.0 0.0 0.0 0.08
H 2.630 -0.549 1.894 0.0 0.0 0.0 0.02
H 3.536 0.940 1.672 0.0 0.0 0.0 0.08
H 4.302 -0.433 2.504 0.0 0.0 0.0 0.08
H 5.784 -0.159 -1.019 0.0 0.0 0.0 0.07
H 6.110 0.246 0.679 0.0 0.0 0.0 0.08
H 4.993 1.242 -0.278 0.0 0.0 0.0 0.09
H -4.245 -1.058 -2.640 0.0 0.0 0.0 0.10
H -2.774 -0.384 -4.784 0.0 0.0 0.0 0.07
H -1.162 -1.029 -4.470 -0.1 0.0 0.0 0.06
H -1.414 0.713 -4.490 0.0 0.0 0.0 0.06
H -3.464 -2.698 1.010 0.0 0.0 0.0 0.07
H -4.197 -1.732 2.306 0.0 0.0 0.0 0.08
H -2.545 -1.371 1.742 0.0 0.0 0.0 0.02
H -5.296 -2.200 -0.661 0.0 0.0 0.0 0.08
H -5.900 -0.543 -0.830 0.0 0.0 0.0 0.08
H -6.127 -1.417 0.694 0.0 0.0 0.0 0.08
H -3.365 1.031 1.421 0.0 0.0 0.0 0.07
H -5.020 0.568 1.896 0.0 0.0 0.0 0.08
H -4.723 1.373 0.338 0.0 0.0 0.0 0.08
H -0.976 1.384 3.043 0.0 -0.1 0.0 0.06
H -0.105 2.170 4.373 0.0 0.0 0.0 0.08
H 0.785 1.346 3.078 0.0 -0.1 0.0 0.06
H -2.194 3.565 2.587 0.0 0.0 0.0 0.08
H -1.280 5.056 2.321 0.0 0.0 0.0 0.07
H -1.317 4.320 3.934 0.0 0.0 0.0 0.08
H 2.113 3.475 2.692 0.0 0.0 0.0 0.08
H 1.204 4.270 3.994 0.0 0.0 0.0 0.08
H 1.276 5.002 2.380 0.0 0.0 0.0 0.07
C 1.800 -4.198 0.944 -0.1 0.0 0.0 -0.34
Sb 0.121 -2.868 1.257 -0.2 0.0 0.0 1.23
C -0.959 -4.366 2.398 0.0 0.0 0.0 -0.34
C -0.743 -3.415 -0.638 0.0 -0.1 0.0 -0.31
H 1.405 -5.152 0.586 0.0 0.0 0.0 -0.01
H 2.351 -4.363 1.872 0.0 0.0 0.0 0.00
H 2.472 -3.778 0.193 -0.2 -0.1 0.0 -0.02
H -0.832 -5.338 1.913 0.0 0.0 0.0 -0.01
H -2.020 -4.119 2.443 0.1 0.0 0.0 -0.02
H -0.566 -4.418 3.416 0.0 0.0 0.0 -0.01
H -0.878 -4.497 -0.714 0.0 0.0 0.0 0.00
H -0.060 -3.072 -1.420 0.0 0.0 0.0 0.00
H -1.696 -2.904 -0.773 0.0 0.0 0.0 -0.02
```
Positions in Å, forces in eV/Å.

Calculated values
* charge: -1
* LUMO energy: 2.76 eV
* energy above the lowest of the compared OMol25 structures with the same formula, charge and spin: 0.309 eV
* HOMO: -3.0 eV
* electronic energy: -48432.844 eV
* maximum force: 0.5 eV Å⁻¹

***

Entry 2:
Below is C27H49Br2INbO8 as an isolated structure, with properties calculated with the ωB97M-V functional and the def2-TZVPD basis.

Structure (XYZ):
```
88
Properties=species:S:1:pos:R:3:forces:R:3:lowdin_charge:R:1
C -5.443 -1.282 -0.100 0.3 -0.4 -0.1 -0.07
C -4.145 -0.939 -0.786 0.1 0.2 -0.2 -0.29
C -4.072 -0.832 -2.179 0.3 0.1 0.2 -0.06
C -2.869 -0.541 -2.822 0.0 0.1 0.2 -0.09
C -1.684 -0.336 -2.102 -0.3 0.0 0.3 -0.36
C -0.368 -0.029 -2.766 -0.2 -0.3 -0.1 -0.39
Nb 0.385 -1.808 -3.966 1.3 0.3 1.2 1.02
I 2.969 -1.447 -2.873 0.0 0.1 -0.2 0.12
C 1.184 -3.496 -5.350 0.7 -0.2 0.1 -0.95
Br -0.338 -4.369 -6.225 -0.3 0.4 0.0 0.47
C 2.086 -4.535 -4.682 -0.6 0.0 -0.2 -0.88
C 1.661 -4.997 -3.298 0.3 -0.4 0.1 -0.26
Br 2.228 -6.231 -5.753 0.6 -0.1 -0.2 0.51
C -1.770 -0.412 -0.700 -0.3 -0.1 -0.1 -0.05
C -2.971 -0.708 -0.062 -0.1 0.0 -0.3 -0.04
H -5.419 -2.322 0.245 0.0 0.1 0.1 0.07
H -6.270 -1.210 -0.807 -0.1 0.2 0.1 0.06
H -5.617 -0.642 0.762 -0.1 0.1 -0.1 0.07
H -4.960 -0.998 -2.784 0.0 0.0 0.1 0.09
H -2.838 -0.484 -3.907 0.0 -0.1 0.1 0.08
H -0.448 0.890 -3.350 0.2 0.0 0.0 0.03
H 0.370 0.105 -1.968 0.1 0.2 -0.1 -0.01
H 0.608 -0.622 -5.365 -1.0 -0.4 -0.1 -0.10
H -1.200 -1.995 -4.739 0.2 0.2 0.2 -0.12
H -0.316 -2.935 -2.704 -1.0 0.1 -0.6 -0.07
H 1.752 -3.017 -6.149 -0.2 -0.2 -0.2 0.00
H 3.103 -4.150 -4.706 0.0 0.0 0.2 0.04
H 0.583 -5.153 -3.251 0.0 0.1 0.0 0.05
H 1.985 -4.289 -2.533 -0.3 0.1 -0.1 0.00
H 2.139 -5.949 -3.063 0.0 0.1 0.0 0.04
H -0.899 -0.243 -0.073 -0.1 0.0 -0.3 0.08
H -2.994 -0.761 1.024 0.0 0.0 0.0 0.10
O -6.437 1.735 -0.130 -0.1 0.2 0.2 0.11
C -6.845 1.983 -1.228 0.3 -0.1 -0.2 -0.52
O -7.485 1.006 -1.908 -0.2 0.0 0.1 -0.01
C -8.125 1.227 -3.165 0.0 0.0 -0.2 -0.24
C -7.162 1.088 -4.326 0.1 0.0 0.1 -0.06
C -6.577 3.307 -1.906 -0.2 0.1 0.1 0.01
H -8.641 2.188 -3.172 0.0 0.0 0.0 0.11
H -8.893 0.456 -3.220 0.0 0.0 0.0 0.12
H -6.376 1.842 -4.289 0.0 0.0 0.0 0.07
H -7.693 1.192 -5.273 0.0 0.0 0.0 0.08
H -6.682 0.111 -4.298 0.0 0.0 0.0 0.08
H -5.607 3.246 -2.398 0.0 0.0 0.0 0.10
H -6.529 4.071 -1.135 0.1 0.0 0.0 0.09
H -7.328 3.601 -2.635 0.1 0.0 -0.1 0.07
O 7.078 2.200 1.645 0.0 0.0 0.1 0.08
C 6.454 2.386 0.632 0.1 0.0 -0.1 -0.54
O 5.983 1.327 -0.037 -0.1 0.0 0.1 0.00
C 5.085 1.452 -1.154 -0.1 0.0 -0.3 -0.24
C 5.824 1.667 -2.456 0.1 0.1 0.1 -0.07
C 6.261 3.777 0.068 -0.2 0.0 0.1 0.01
H 4.348 2.232 -0.964 0.0 0.0 0.0 0.11
H 4.543 0.513 -1.202 0.0 -0.1 0.2 0.03
H 6.386 2.602 -2.457 0.0 0.0 0.0 0.06
H 5.116 1.686 -3.284 0.0 0.0 0.0 0.08
H 6.529 0.852 -2.622 0.0 0.0 0.0 0.08
H 7.121 4.015 -0.558 0.0 0.0 0.0 0.09
H 6.234 4.474 0.901 0.1 0.0 0.0 0.09
H 5.354 3.902 -0.516 0.0 0.0 -0.1 0.07
O -0.159 0.083 2.022 0.2 0.0 0.1 0.11
C -0.410 0.196 3.187 -0.1 0.1 0.0 -0.51
O -1.506 -0.428 3.668 0.0 -0.1 0.0 0.00
C -1.812 -0.500 5.060 0.0 0.0 0.2 -0.24
C -2.581 0.715 5.537 0.0 0.1 -0.1 -0.07
C 0.410 1.073 4.106 0.1 -0.2 0.1 0.02
H -0.908 -0.672 5.647 0.0 0.0 0.0 0.11
H -2.425 -1.394 5.157 0.0 0.0 0.0 0.12
H -1.991 1.626 5.440 0.0 0.0 0.0 0.07
H -2.861 0.597 6.584 0.0 0.0 0.0 0.08
H -3.486 0.841 4.943 0.0 0.0 0.0 0.08
H 0.022 2.089 4.047 0.0 0.0 0.0 0.09
H 1.434 1.070 3.741 0.0 0.1 -0.1 0.08
H 0.416 0.754 5.145 0.0 0.0 0.0 0.07
O 3.148 -1.977 6.349 0.0 0.0 0.0 0.10
C 3.983 -1.262 5.867 -0.1 0.0 -0.1 -0.53
O 4.210 -0.067 6.455 0.0 0.0 0.1 -0.01
C 5.311 0.775 6.094 0.1 0.1 -0.1 -0.24
C 5.002 1.665 4.911 -0.1 0.0 -0.1 -0.06
C 4.719 -1.623 4.598 0.2 -0.1 0.2 0.02
H 6.210 0.180 5.927 0.0 0.0 0.0 0.11
H 5.493 1.377 6.983 0.0 0.0 0.0 0.12
H 4.813 1.083 4.010 0.1 0.0 0.0 0.07
H 5.840 2.332 4.709 0.0 0.0 0.0 0.08
H 4.114 2.266 5.111 0.0 0.0 0.0 0.08
H 4.124 -1.296 3.747 0.0 0.0 0.0 0.10
H 4.808 -2.706 4.560 -0.1 0.0 0.0 0.09
H 5.714 -1.193 4.516 0.0 0.1 0.0 0.07
```
Positions in Å, forces in eV/Å.

Calculated values
* charge: -1
* LUMO energy: 2.02 eV
* HOMO: -4.6 eV
* electronic energy: -194908.018 eV
* maximum force: 1.8 eV Å⁻¹

***

Values of frontier orbital gap, in order: 5.77 6.57, all in eV.